{
  "formula": "C3H3O2Tm",
  "method": "ωB97M-V with the def2-TZVPD basis set",
  "species": ["O", "C", "C", "C", "H", "H", "H", "O", "Tm"],
  "coordinates": [[-1.046268, 0.668569, 0.256101], [0.628453, -1.096819, 0.160708], [-1.994578, -0.384851, -0.123734], [-0.653596, -0.723201, 0.238390], [0.929417, -2.113128, -0.131556], [-2.282685, -0.355493, -1.177542], [-2.808729, -0.493096, 0.596129], [1.577904, -0.172972, 0.125468], [0.898088, 1.793437, 0.034832]],
  "forces_ev_per_angstrom": [[1.1, -0.1, 0.3], [2.3, -0.8, -1.4], [-1.2, -0.8, -0.1], [-1.2, 1.6, -0.1], [-0.2, 0.2, 0.6], [0.1, -0.1, 0.2], [0.2, 0.0, -0.1], [-1.3, -0.6, 0.6], [0.2, 0.7, 0.0]],
  "nbo_charge": [-0.65, 0.19, -0.05, 0.29, 0.27, 0.26, 0.28, -0.75, 2.17],
  "s2": 2.02,
  "e_above_lowest_kcal_mol": 0.00,
  "spin_multiplicity": 3,
  "orbital_gap_ev": [8.89, 5.76],
  "total_charge": 2
}



{
  "formula": "C3H3O3S",
  "method": "ωB97M-V with the def2-TZVPD basis set",
  "species": ["C", "C", "C", "O", "O", "O", "S", "H", "H", "H"],
  "coordinates": [[-1.240207, 0.639720, 0.708311], [-0.677081, -0.453656, 1.187498], [0.285947, 0.488068, 0.551295], [-0.217927, -1.428686, -1.234457], [0.574672, 0.714661, -2.200949], [2.142222, -0.682394, -0.911226], [0.780623, -0.290741, -1.124001], [-1.924683, 1.450013, 0.661306], [-0.673169, -1.542833, 1.227460], [0.949602, 1.105849, 1.134763]],
  "forces_ev_per_angstrom": [[2.4, -0.8, 1.4], [-0.7, 0.5, -1.1], [-1.5, -1.0, -1.7], [1.9, 1.8, 0.3], [0.3, -0.9, 1.2], [1.4, -0.6, 0.1], [-3.3, 0.7, -0.3], [-0.7, -0.1, -0.4], [-0.4, 0.5, 0.7], [0.5, -0.1, -0.1]],
  "nbo_charge": [-0.19, -0.18, -0.53, -1.03, -1.03, -1.02, 2.33, 0.22, 0.25, 0.19],
  "e_above_lowest_kcal_mol": 62.98,
  "orbital_gap_ev": 8.77,
  "total_charge": -1
}



{
  "formula": "C3H3O3S",
  "method": "ωB97M-V with the def2-TZVPD basis set",
  "species": ["C", "C", "C", "O", "O", "O", "S", "H", "H", "H"],
  "coordinates": [[0.343806, 0.384837, 0.845079], [1.355236, 0.334416, -0.096100], [0.008810, -0.226071, -0.404692], [3.069432, -1.103678, 0.808820], [3.691397, 1.273737, 0.503370], [3.618718, -0.261293, -1.430367], [3.132594, 0.065821, -0.089397], [0.254582, 0.799292, 1.831809], [-0.003941, -1.312174, -0.564000], [-0.752877, 0.119231, -1.198497]],
  "forces_ev_per_angstrom": [[4.3, 1.7, -1.8], [-3.0, 0.4, 2.9], [-1.5, -1.8, -3.2], [0.6, 0.7, -0.6], [-0.2, -0.4, -0.3], [-0.6, 0.5, 0.7], [0.1, -1.0, 0.5], [-0.6, -0.5, 0.2], [-0.2, -0.3, 0.7], [1.2, 0.6, 1.0]],
  "nbo_charge": [-0.23, -0.27, -0.42, -1.00, -1.00, -1.00, 2.40, 0.22, 0.15, 0.14],
  "e_above_lowest_kcal_mol": 65.99,
  "orbital_gap_ev": 8.78,
  "total_charge": -1
}



{
  "formula": "C3H3O3S",
  "method": "ωB97M-V with the def2-TZVPD basis set",
  "species": ["C", "C", "C", "O", "O", "O", "S", "H", "H", "H"],
  "coordinates": [[-2.344848, -0.193857, -0.672354], [-1.297174, -0.526099, -0.189318], [2.211191, -0.187406, 1.047156], [4.663266, 1.887275, 1.203231], [1.070555, -0.374570, 1.422059], [3.368522, -0.573658, 1.621305], [3.471040, 1.163006, 1.840564], [-3.267521, 0.079351, -1.173624], [2.443061, -0.234038, 0.024300], [-0.540075, -0.652210, 0.519269]],
  "forces_ev_per_angstrom": [[-0.8, 0.1, -0.9], [-1.7, 0.5, -0.1], [-0.1, -0.6, -2.0], [-1.2, -1.3, 0.1], [-1.1, -0.3, 1.7], [1.4, 0.0, 2.2], [1.3, 1.3, 0.5], [0.7, -0.2, 0.3], [-0.1, 0.8, -2.3], [1.6, -0.3, 0.4]],
  "nbo_charge": [-0.33, -0.19, 0.45, -0.98, -0.74, -0.70, 0.92, 0.22, 0.08, 0.28],
  "e_above_lowest_kcal_mol": 88.76,
  "orbital_gap_ev": 6.95,
  "total_charge": -1
}



{
  "formula": "C3H3O3S",
  "method": "ωB97M-V with the def2-TZVPD basis set",
  "species": ["C", "C", "C", "O", "O", "O", "S", "H", "H", "H"],
  "coordinates": [[1.152075, 0.775589, -0.830506], [2.137317, 1.166926, -1.408968], [-0.032975, 0.073940, -0.324574], [-2.593817, -1.278021, 0.814586], [-0.721946, -1.213488, 2.500117], [-0.784508, 0.683610, 0.681125], [-1.827414, -0.524534, 1.835645], [2.974643, 1.382635, -1.982882], [-0.696779, -0.065729, -1.235836], [0.393404, -1.000926, -0.048708]],
  "forces_ev_per_angstrom": [[0.5, 0.3, -0.2], [-1.3, -0.5, 0.7], [-0.8, -1.9, 0.0], [0.9, 0.1, 0.9], [-0.3, -0.5, -0.3], [0.3, -0.4, 0.3], [0.2, 0.8, -1.4], [0.9, 0.5, -0.4], [0.7, -0.2, 0.7], [-1.0, 1.8, -0.2]],
  "nbo_charge": [0.04, -0.34, -0.15, -1.00, -0.99, -0.80, 1.67, 0.21, 0.18, 0.19],
  "e_above_lowest_kcal_mol": 52.13,
  "orbital_gap_ev": 8.50,
  "total_charge": -1
}



{
  "formula": "C3H3O3Yb",
  "method": "ωB97M-V with the def2-TZVPD basis set",
  "species": ["C", "C", "O", "O", "C", "H", "H", "H", "O", "Yb"],
  "coordinates": [[-1.065268, 0.570366, 0.093510], [1.098635, 0.109134, -0.682173], [-0.221476, 0.500315, -0.915944], [-1.187985, -0.421890, 0.868187], [1.414636, -1.202717, -0.704579], [1.831512, 0.875261, -0.950589], [2.096997, -0.821632, 0.256786], [0.691636, -1.953847, -0.374258], [-1.725531, 1.626104, 0.318040], [-2.933157, 0.718906, 2.091021]],
  "forces_ev_per_angstrom": [[-2.8, 0.7, 3.6], [-1.7, 1.2, -4.4], [3.1, 0.3, -0.4], [0.2, -0.1, -0.1], [0.3, 0.6, 4.3], [-0.1, 0.2, 0.6], [-0.3, -1.4, -1.0], [0.4, -0.8, -1.1], [0.4, -0.6, -0.8], [0.6, 0.0, -0.6]],
  "nbo_charge": [0.96, 0.30, -0.42, -0.82, -0.04, 0.28, 0.32, 0.28, -0.77, 1.91],
  "s2": 0.76,
  "e_above_lowest_kcal_mol": 59.20,
  "spin_multiplicity": 2,
  "orbital_gap_ev": [8.74, 5.66],
  "total_charge": 2
}



{
  "formula": "C3H3O4S",
  "method": "ωB97M-V with the def2-TZVPD basis set",
  "species": ["C", "C", "C", "O", "O", "O", "O", "S", "H", "H", "H"],
  "coordinates": [[1.364489, -0.131187, 0.109565], [-0.868155, 0.921118, 0.689580], [1.011552, -0.085118, -1.318315], [-0.030538, -0.863175, 2.365985], [-1.807480, 1.146740, 0.018643], [-1.522526, -2.681545, 0.135272], [0.747508, 1.019112, -0.527143], [-0.155604, -0.761950, 0.932254], [-0.581524, 1.667077, 1.452296], [1.687904, 0.236953, -2.151956], [0.154374, -0.468025, -1.706180]],
  "forces_ev_per_angstrom": [[0.6, -0.4, 0.2], [-0.7, 0.1, 0.9], [2.4, 1.3, -1.6], [0.3, -0.4, 1.8], [-1.9, 0.3, -1.3], [0.8, 1.2, 0.4], [0.7, 2.1, 0.8], [-0.7, -1.1, -1.4], [0.9, -0.3, 0.2], [0.1, -0.9, 0.9], [-2.5, -1.7, -1.0]],
  "nbo_charge": [-0.25, 0.25, -0.16, -0.94, -0.56, -0.65, -0.52, 1.37, 0.13, 0.16, 0.18],
  "e_above_lowest_kcal_mol": 220.85,
  "orbital_gap_ev": [6.22, 8.05],
  "total_charge": -1
}



{
  "formula": "C3H3O4S",
  "method": "ωB97M-V with the def2-TZVPD basis set",
  "species": ["C", "C", "C", "O", "O", "O", "O", "S", "H", "H", "H"],
  "coordinates": [[-2.440736, -0.010163, -0.080873], [1.661611, 0.326517, 0.091838], [0.402951, -0.243381, 0.111143], [2.686033, -0.373709, 0.105622], [-3.640676, 0.263725, -0.032856], [1.671808, 1.705527, -0.218884], [0.441084, -1.583895, 0.562714], [-0.995758, 0.659151, 0.707981], [-2.011932, -0.968265, -0.657625], [1.298998, -1.797731, 0.156591], [0.926622, 2.022219, -0.745655]],
  "forces_ev_per_angstrom": [[0.2, -2.1, -1.4], [-1.1, 0.6, -2.0], [-1.8, -0.3, 1.0], [0.3, 1.1, 0.4], [2.3, 0.0, 0.3], [1.6, 0.3, 0.3], [-0.1, -0.3, -0.5], [-0.3, 0.6, 0.4], [-1.1, 1.6, 0.6], [0.1, -0.6, 0.5], [-0.1, -0.8, 0.4]],
  "nbo_charge": [0.22, 0.63, -0.28, -0.73, -0.60, -0.76, -0.75, 0.20, 0.11, 0.49, 0.48],
  "e_above_lowest_kcal_mol": 28.98,
  "orbital_gap_ev": 6.55,
  "total_charge": -1
}



{
  "formula": "C3H3OP",
  "method": "ωB97M-V with the def2-TZVPD basis set",
  "species": ["C", "C", "C", "O", "P", "H", "H", "H"],
  "coordinates": [[1.251900, 0.228808, 0.704385], [0.137353, -0.209361, 0.690683], [2.885202, 1.096313, 0.618862], [3.755077, 0.734448, 1.343925], [-1.521182, -0.780613, 0.840408], [2.940687, 1.900287, -0.013027], [-1.395721, -1.862898, 0.020962], [-2.028197, -0.081975, -0.451985]],
  "forces_ev_per_angstrom": [[4.5, 2.7, -0.6], [-0.6, -0.3, 0.0], [-2.2, -4.6, 3.5], [-1.0, 0.4, -1.0], [-1.2, 1.7, -1.5], [-0.4, 2.0, -2.0], [0.3, -1.3, -0.4], [0.5, -0.5, 1.9]],
  "nbo_charge": [-0.13, -0.41, 0.50, -0.45, 0.34, 0.15, -0.01, 0.00],
  "e_above_lowest_kcal_mol": 84.15,
  "orbital_gap_ev": 9.75
}



{
  "formula": "C3H3ORu",
  "method": "ωB97M-V with the def2-TZVPD basis set",
  "species": ["C", "C", "H", "H", "C", "O", "Ru", "H"],
  "coordinates": [[1.944045, 1.696966, -1.348892], [1.435301, 0.681673, -1.763198], [2.387396, 2.597038, -0.959336], [0.943816, -0.190799, -2.158589], [4.886105, -0.378783, -2.031808], [4.499947, -0.404494, -0.837647], [6.191482, -1.640411, -0.994794], [4.378058, 0.392134, -2.669570]],
  "forces_ev_per_angstrom": [[-0.2, -0.8, -0.2], [0.4, 0.7, 0.1], [-0.2, -0.3, -0.2], [0.2, 0.4, 0.2], [-2.6, 2.0, 1.4], [0.2, 0.4, -2.1], [2.1, -1.8, 0.9], [0.3, -0.5, -0.1]],
  "nbo_charge": [-0.24, -0.25, 0.25, 0.25, 0.05, -0.47, 1.17, 0.25],
  "s2": 12.01,
  "e_above_lowest_kcal_mol": 2.18,
  "spin_multiplicity": 7,
  "orbital_gap_ev": [7.11, 5.33],
  "total_charge": 1
}



| no. | total energy (a.u.) |
| --- | --- |
| 1 | -1351.0031 |
| 2 | -739.9749 |
| 3 | -739.9701 |
| 4 | -739.9338 |
| 5 | -739.9922 |
| 6 | -1499.7420 |
| 7 | -814.9734 |
| 8 | -815.2792 |
| 9 | -532.5481 |
| 10 | -285.5917 |